Here is C11H7AuN10S as an isolated structure from the OMol25 dataset. Energies are from ωB97M-V/def2-TZVPD.

The geometry in XYZ format:
```
30
Properties=species:S:1:pos:R:3:forces:R:3
Au -0.478958 1.473631 0.132269 -0.09 -0.73 -0.37
S -0.861704 -1.154137 3.647744 -0.02 0.02 0.09
C -2.190265 -0.073914 3.692835 0.07 -0.11 0.08
C -2.163771 0.830206 2.678427 0.03 0.18 -0.08
C -1.021862 0.652219 1.857292 -0.13 -0.22 -0.14
C -0.229071 -0.395116 2.249328 0.15 0.01 0.12
C 0.964124 -0.800678 1.515571 -0.01 -0.02 -0.07
C 1.781840 -1.877761 1.830065 -0.09 -0.03 0.01
C 2.854211 -2.166887 1.005326 0.05 -0.02 -0.03
C 3.099189 -1.384103 -0.114391 -0.02 -0.06 0.02
C 2.258184 -0.315570 -0.363314 -0.03 0.05 -0.03
N 1.232234 -0.040328 0.437007 0.21 0.48 0.43
H -2.931058 -0.176930 4.470596 0.03 0.03 -0.02
H -2.916203 1.593148 2.537451 0.00 -0.09 -0.06
H 1.564262 -2.480526 2.701827 0.01 -0.02 -0.03
H 3.497804 -3.007612 1.231151 -0.01 0.02 0.01
H 3.926786 -1.587634 -0.778087 0.00 0.02 0.01
H 2.406459 0.345700 -1.209985 -0.02 0.03 0.04
N -1.074702 0.731818 -3.136947 -0.11 0.00 0.12
C -0.049242 1.602959 -2.865753 0.07 0.10 -0.13
N 0.849845 1.997487 -3.738566 0.19 0.15 -0.09
N 1.663623 2.830553 -3.043135 -0.20 -0.04 0.09
N 1.284550 2.935496 -1.820082 -0.06 -0.33 -0.31
N 0.167026 2.168692 -1.682540 0.07 0.09 0.41
C -1.853200 0.101078 -2.196732 -0.12 -0.04 -0.06
N -2.690498 -0.869810 -2.468537 -0.22 -0.20 0.03
N -3.242323 -1.217270 -1.274721 0.16 0.20 -0.03
N -2.774404 -0.506858 -0.318933 -0.05 -0.07 -0.36
N -1.890808 0.359414 -0.883585 0.12 0.69 0.36
H -1.182067 0.432734 -4.091583 0.02 -0.08 0.01
```
Forces are in eV/Å.

**Max |F|**: 0.016 Eh/bohr
**Relative energy (zero: lowest compared OMol25 entry of this formula, charge and spin)**: 33.4 kJ/mol
**E_HOMO**: -8.79 eV
**Kohn-Sham gap**: 5.882 eV
**Electronic energy**: -40944.4476 eV
**LUMO**: -2.906 eV

Results of the natural (NBO) charge analysis, in e, for atoms 1 through 8:
1. Au 1.41
2. S 0.49
3. C -0.38
4. C -0.27
5. C -0.21
6. C -0.31
7. C 0.19
8. C -0.23

Here is one molecule with the formula C11H7F2NO4 at a distorted geometry from the OMol25 dataset. Energies are from ωB97M-V/def2-TZVPD.

The geometry in XYZ format:
```
25
Properties=species:S:1:pos:R:3:forces:R:3
C -1.877307 2.776762 0.562267 -0.02 -0.10 -0.03
C -2.481894 1.542300 0.304691 0.37 0.38 0.18
C -1.758788 0.249121 -0.159884 -0.45 -0.27 2.49
C -0.338617 0.058749 0.418338 0.03 0.10 -0.20
C 0.741064 -0.235795 -0.341529 -0.95 0.70 1.19
N 0.516789 -0.381992 -1.772822 0.53 -2.13 -1.60
C -0.034967 -1.726694 -2.024752 0.02 -0.09 0.85
O 0.416575 -2.631390 -1.438339 0.01 -1.44 0.42
F -1.059429 -1.915429 -2.869555 0.81 1.38 0.24
C 1.719349 -0.280614 -2.558974 -0.16 0.28 -0.26
O 2.302148 0.717602 -2.644234 0.97 1.42 -0.09
F 2.155007 -1.368734 -3.263580 -1.28 0.25 0.82
C 2.072261 -0.429543 0.405713 -0.14 -1.13 1.03
O 3.151461 -0.050718 0.060654 0.17 0.10 -0.79
C 1.971448 -1.152183 1.785540 -1.31 0.52 -0.42
C 0.909259 -0.839792 2.548124 0.15 -0.07 -0.70
C -0.127346 0.163102 1.955217 0.99 -1.78 -0.34
O -0.719378 0.912443 2.670466 -0.52 0.34 0.02
H -1.311604 3.003916 1.494998 1.30 -0.86 -1.63
H -1.995036 3.627188 -0.152211 -1.65 -0.07 1.53
H -3.586066 1.469135 0.478833 0.53 0.28 -2.20
H -1.794737 0.245448 -1.275234 0.29 0.27 0.87
H -2.397853 -0.621623 0.162504 0.68 0.49 -0.26
H 2.762910 -1.858297 2.091658 -0.33 0.73 -0.33
H 0.764749 -1.272964 3.562110 -0.04 0.70 -0.80
```
Forces are in eV/Å.

**Max |F|**: 0.053 Eh/bohr
**E_HOMO**: -7.90 eV
**Kohn-Sham gap**: 6.745 eV
**SMILES string**: C=CCC1=C(N(C(=O)F)C(=O)F)C(=O)C=CC1=O
**Electronic energy**: -26629.5414 eV
**LUMO**: -1.158 eV

Results of the natural (NBO) charge analysis, in e, for atoms 1 through 8:
1. C -0.43
2. C -0.15
3. C -0.50
4. C -0.03
5. C 0.08
6. N -0.55
7. C 0.98
8. O -0.50

Here is C11H8Cl5I2N2Ni as an isolated structure at a distorted geometry from the OMol25 dataset. Energies are from ωB97M-V/def2-TZVPD.

The geometry in XYZ format:
```
29
Properties=species:S:1:pos:R:3:forces:R:3
Ni -0.343086 0.641026 0.547098 -0.05 -1.57 0.28
I -0.700811 2.646094 2.214628 0.11 -0.10 -0.10
C -2.736963 2.909147 1.653791 0.07 0.00 0.00
I -3.364624 1.439615 0.265239 0.05 -0.01 -0.03
H -2.830389 3.883919 1.193162 -0.02 0.00 0.00
H -3.343045 2.823743 2.546791 0.00 -0.02 0.00
Cl -1.064485 -1.086158 3.693019 -0.04 -0.07 0.01
C 0.397178 -1.251742 2.843156 0.11 -0.02 -0.22
C 0.513304 -1.163456 1.361100 0.27 0.15 0.36
C -0.603126 -1.261699 0.570711 -0.46 1.54 0.55
Cl -0.622797 -1.508849 -1.272618 -2.19 1.40 1.41
C 1.954062 -1.313203 1.090914 -0.20 -0.01 0.06
Cl 2.641741 -1.400819 -0.474423 -0.02 -0.04 -0.07
C 2.599281 -1.477418 2.257469 0.00 -0.03 0.10
Cl 4.255365 -1.743523 2.481728 0.04 0.02 -0.01
C 1.625213 -1.416491 3.359504 0.12 0.01 -0.03
Cl 2.055967 -1.516309 4.996249 0.00 0.01 0.02
C -0.936074 -2.557945 -2.377719 1.54 -0.15 -1.42
C 0.007660 0.072966 -1.945278 0.17 0.23 -0.39
N 0.509115 1.033752 -1.221210 -0.40 -0.05 -0.18
C 0.761729 2.047280 -2.122092 0.16 0.00 -0.04
C 0.419796 1.640372 -3.378683 0.03 0.04 0.07
N -0.073072 0.362328 -3.246248 -0.05 -0.13 -0.12
H -1.857973 -0.882842 -1.154771 0.31 0.12 0.15
H 0.649342 -2.166632 -1.461180 0.29 -1.27 -1.00
H -1.214508 -3.599725 -2.302125 0.21 -0.06 0.59
H 1.209057 2.975406 -1.811755 -0.05 0.02 0.02
H 0.498164 2.128308 -4.333957 0.00 -0.01 -0.01
H -0.406022 -0.257146 -3.972500 0.00 -0.01 0.00
```
Forces are in eV/Å.

**Max |F|**: 0.057 Eh/bohr
**Relative energy (zero: lowest compared OMol25 entry of this formula, charge and spin)**: 1710.6 kJ/mol
**E_HOMO (spin up / spin down)**: -11.10 / -11.09 eV
**Kohn-Sham gap (spin up / spin down)**: 5.542 / 5.541 eV
**Charge**: +1
**Electronic energy**: -134349.0652 eV
**LUMO (spin up / spin down)**: -5.555 / -5.551 eV

Results of the natural (NBO) charge analysis, in e, for atoms 1 through 8:
1. Ni 0.52
2. I 0.26
3. C -0.71
4. I 0.21
5. H 0.24
6. H 0.24
7. Cl 0.09
8. C -0.06

Here is one molecule with the formula C11H8N2 at a distorted geometry from the OMol25 dataset. Energies are from ωB97M-V/def2-TZVPD.

The geometry in XYZ format:
```
21
Properties=species:S:1:pos:R:3:forces:R:3
C -2.191936 1.161321 0.708813 -2.30 0.30 2.49
C -1.457540 2.589850 -1.086079 -0.81 -1.08 0.05
C -0.526572 -1.317199 0.899355 3.53 0.37 6.09
C 0.318530 -0.415599 1.724118 -2.16 -5.32 -0.37
C -1.154075 -1.202037 -0.215653 -3.83 1.47 -5.17
C 0.647329 0.868399 1.467938 1.10 6.84 -3.21
C 0.234363 0.032184 -1.665521 1.67 0.59 -2.28
C 1.052426 0.824225 -1.013859 -0.44 0.20 0.40
C -1.187070 0.013907 -1.219422 2.80 -0.29 3.04
C 0.598547 1.557424 0.169280 0.95 -2.46 3.46
C -1.367059 1.350242 -0.393383 0.31 -1.18 -1.33
N -2.901729 1.003459 1.622281 1.13 0.25 -1.31
N -1.684329 3.509716 -1.727492 0.23 1.00 -0.44
H -0.739795 -2.274062 1.413394 0.31 0.66 -0.13
H 0.541126 -0.812299 2.709703 0.16 -0.08 -0.19
H -1.872010 -1.982897 -0.421499 0.12 -0.19 -0.42
H 0.915338 1.664853 2.204154 -0.69 -1.35 0.18
H 0.747223 -0.383098 -2.582505 -1.51 -0.38 1.03
H 2.082394 0.806358 -1.247319 1.04 0.42 -0.26
H -1.797060 -0.060930 -2.053349 -1.83 -0.36 -1.13
H 0.766838 2.602461 0.315412 0.21 0.59 -0.49
```
Forces are in eV/Å.

**Max |F|**: 0.149 Eh/bohr
**⟨S²⟩**: 2.029
**E_HOMO (spin up / spin down)**: -6.38 / -9.98 eV
**Kohn-Sham gap (spin up / spin down)**: 6.856 / 6.743 eV
**Spin multiplicity**: 3
**Electronic energy**: -14509.5141 eV
**LUMO (spin up / spin down)**: 0.472 / -3.239 eV

Results of the Löwdin charge analysis, in e, for atoms 1 through 8:
1. C -0.22
2. C -0.19
3. C -0.10
4. C -0.05
5. C -0.06
6. C -0.08
7. C -0.07
8. C -0.10

Here is one molecule with the formula C11H8N2O2 at a distorted geometry from the OMol25 dataset. Energies are from ωB97M-V/def2-TZVPD.

The geometry in XYZ format:
```
23
Properties=species:S:1:pos:R:3:forces:R:3
O -0.828179 -1.283636 -0.177538 -0.68 0.60 0.16
C 0.277133 -0.913038 0.237023 0.28 -1.05 0.46
C 1.434878 -1.659031 -0.165557 0.12 0.61 -0.95
C 2.675292 -1.230823 0.102151 0.95 -1.49 -0.80
C 2.944928 -0.113089 0.887748 0.92 0.95 1.72
C 1.928279 0.606460 1.475072 0.15 -2.22 -1.10
C 0.572173 0.155953 1.172106 0.19 2.52 0.59
C -0.384073 1.059153 1.651256 1.13 -0.99 -0.85
N -1.651155 0.807565 1.581447 -1.86 -0.46 0.56
C -2.573984 0.579409 0.761028 0.37 0.49 0.32
C -2.521681 1.028274 -0.608772 0.60 1.63 -0.99
C -3.535238 0.929845 -1.662575 2.38 -0.21 1.92
C -2.810236 1.315388 -2.709812 0.81 -0.25 -2.84
O -1.564285 1.705057 -2.381964 -0.17 0.64 0.56
N -1.392859 1.633666 -1.000899 -2.15 -1.69 -1.04
H 1.238888 -2.354916 -0.943335 -0.07 -1.03 -0.18
H 3.592821 -1.782451 -0.248766 -1.26 0.47 0.08
H 4.030620 -0.107102 1.056617 -0.56 1.27 0.49
H 2.007579 1.377670 2.223238 0.46 0.24 -0.12
H -0.070916 1.961801 2.160004 -0.06 0.03 0.22
H -3.455863 0.047383 1.056069 -0.42 -0.19 0.46
H -4.495699 0.518770 -1.547458 -0.85 -0.35 -0.20
H -2.918859 1.207300 -3.826136 -0.26 0.48 1.52
```
Forces are in eV/Å.

**Max |F|**: 0.060 Eh/bohr
**Relative energy (zero: lowest compared OMol25 entry of this formula, charge and spin)**: 331.1 kJ/mol
**E_HOMO (spin up / spin down)**: -7.55 / -7.55 eV
**Kohn-Sham gap (spin up / spin down)**: 7.016 / 7.015 eV
**SMILES string**: O=C1C=CC=C/C1=C/N=C\c1ccon1
**Electronic energy**: -18607.5186 eV
**LUMO (spin up / spin down)**: -0.537 / -0.537 eV

Results of the natural (NBO) charge analysis, in e, for atoms 1 through 8:
1. O -0.65
2. C 0.46
3. C -0.29
4. C -0.15
5. C -0.30
6. C -0.13
7. C -0.26
8. C 0.19

Here is one molecule with the formula C11H8N2OS at a distorted geometry from the OMol25 dataset. Energies are from ωB97M-V/def2-TZVPD.

The geometry in XYZ format:
```
23
Properties=species:S:1:pos:R:3:forces:R:3
C 0.639401 3.023629 -0.997216 -0.87 -1.00 0.37
C -1.195007 -2.920812 -0.266261 -2.39 2.34 -0.51
C -2.446502 -2.303576 -0.052276 1.71 1.63 0.11
C -0.103935 -2.208665 -0.626080 0.58 1.94 0.72
C -2.578080 -0.889109 -0.064640 1.12 -2.65 0.04
C -0.157324 -0.782231 -0.589527 -2.64 -1.89 1.16
C -1.416312 -0.197906 -0.243349 0.76 1.67 -1.13
C 2.097898 0.031993 -0.133432 -0.80 1.56 1.04
C 2.133262 1.215749 0.899091 -2.43 -0.89 -1.34
C 0.685574 1.748678 1.121216 -0.02 -4.76 -0.78
C 0.071083 2.043463 -0.202996 -0.33 -2.93 0.86
N 0.910385 3.804721 -1.766514 1.15 2.22 -1.82
N 0.906298 -0.065667 -0.820587 1.39 3.46 -0.76
O 3.066844 -0.598402 -0.403396 1.08 -1.04 -0.04
S -1.599176 1.630047 -0.478729 0.79 -0.94 -0.21
H -1.285826 -3.934612 -0.369576 0.55 -2.61 0.26
H -3.149699 -2.981073 0.295657 -1.96 -0.68 0.17
H 0.871596 -2.621121 -0.690258 0.62 -0.54 -0.61
H -3.471385 -0.336340 0.015753 -1.11 0.15 0.43
H 2.715474 0.975240 1.735358 0.51 -0.48 1.38
H 2.656777 1.934322 0.360996 1.23 1.62 -0.91
H 0.041194 0.874767 1.537135 1.09 1.61 -0.26
H 0.607459 2.556906 1.739631 -0.03 2.24 1.82
```
Forces are in eV/Å.

**Max |F|**: 0.094 Eh/bohr
**Relative energy (zero: lowest compared OMol25 entry of this formula, charge and spin)**: 347.5 kJ/mol
**E_HOMO (spin up / spin down)**: -8.15 / -8.44 eV
**Kohn-Sham gap (spin up / spin down)**: 6.198 / 6.565 eV
**Electronic energy**: -27395.6179 eV
**LUMO (spin up / spin down)**: -1.949 / -1.870 eV

Results of the natural (NBO) charge analysis, in e, for atoms 1 through 8:
1. C 0.17
2. C -0.18
3. C -0.23
4. C -0.23
5. C -0.22
6. C 0.13
7. C -0.17
8. C 0.69

Here is C11H8NO5Os as an isolated structure at a distorted geometry from the OMol25 dataset. Energies are from ωB97M-V/def2-TZVPD.

The geometry in XYZ format:
```
26
Properties=species:S:1:pos:R:3:forces:R:3
O -0.010100 1.872900 -2.342600 0.01 -2.18 2.73
C -0.006300 1.165500 -1.437700 -0.02 4.93 -5.67
Os 0.000000 0.000000 0.000000 -0.03 -3.14 -0.78
O -0.010100 2.276100 1.956000 -0.04 -2.49 -2.09
C -0.006200 1.402400 1.207100 0.02 5.73 4.28
C 0.007400 -1.630500 -1.367500 -0.15 -3.68 -0.61
O -0.078900 -2.792300 -1.064800 0.17 2.49 -0.54
C 1.837800 -0.181900 -0.150900 9.04 0.63 -0.02
O 2.979700 -0.266500 -0.252300 -3.47 -0.11 0.13
C -1.836100 -0.199400 -0.149800 -9.11 0.50 0.03
O -2.977400 -0.294600 -0.249200 3.51 -0.07 0.12
H 0.100100 -1.351800 -2.444100 0.01 -0.19 -0.29
N -0.004800 -1.387400 1.566000 0.25 -1.59 1.17
C -0.027900 -0.885600 2.901100 -3.29 -1.09 0.56
C -1.205900 -0.951400 3.667600 0.99 -0.49 -2.10
C -1.226900 -0.461100 4.976700 -2.87 -0.61 0.62
C -0.075300 0.102300 5.533100 2.45 1.17 1.18
C 1.100800 0.172200 4.781600 -0.25 0.88 2.54
C 1.128300 -0.321100 3.472900 2.56 -0.03 -2.28
H -0.800500 -2.018000 1.387700 0.56 -0.12 0.48
H 0.876700 -1.899800 1.417200 -0.45 -0.42 0.39
H -2.107300 -1.382900 3.250800 -0.11 -0.10 -0.02
H -2.137100 -0.515900 5.560400 0.03 -0.04 -0.07
H -0.094400 0.482900 6.545900 0.06 0.05 0.08
H 1.991400 0.609000 5.214000 0.07 0.02 0.05
H 2.046000 -0.260100 2.901600 0.06 -0.05 0.08
```
Forces are in eV/Å.

**Max |F|**: 0.177 Eh/bohr
**Relative energy (zero: lowest compared OMol25 entry of this formula, charge and spin)**: 127.9 kJ/mol
**⟨S²⟩**: 6.014
**E_HOMO (spin up / spin down)**: -17.19 / -23.25 eV
**Kohn-Sham gap (spin up / spin down)**: 4.863 / 7.906 eV
**Spin multiplicity**: 5
**Charge**: +3
**Electronic energy**: -25693.1130 eV
**LUMO (spin up / spin down)**: -12.323 / -15.342 eV

Results of the natural (NBO) charge analysis, in e, for atoms 1 through 8:
1. O -0.25
2. C 0.66
3. Os -0.17
4. O -0.30
5. C 0.66
6. C 0.21
7. O -0.12
8. C 0.58

Question: The lowest electronic energy belongs to which entry?
Answer: C11H8Cl5I2N2Ni

Question: What is the formula in the second record?
Answer: C11H7F2NO4